Record 1
Density functional theory data (ωB97M-V with the def2-TZVPD basis set) for C4H7NO in the gas phase in a non-equilibrium geometry.

Structure (XYZ):
```
13
Properties=species:S:1:pos:R:3:mulliken_charge:R:1
C -1.55598 0.12628 -1.13910 -1.08
C -0.93054 0.11235 0.22743 0.59
C 0.60078 0.02280 0.25297 0.40
N 1.20690 -0.48032 -0.88947 -0.69
C 1.22297 0.32164 1.45740 -0.93
O -1.57408 0.10102 1.24953 -0.55
H 2.22332 -0.42260 -0.82505 0.29
H 0.95828 -1.22764 0.28615 0.42
H -1.08252 0.89580 -1.75211 0.32
H -1.37016 -0.82553 -1.63916 0.29
H -2.62326 0.31335 -1.04626 0.34
H 2.29918 0.38847 1.53475 0.31
H 0.62510 0.67438 2.28292 0.30
```

Output
HOMO level (Eh): -0.3146
Electronic energy (eV): -7795.110
Net charge: 0
LUMO energy (eV): 0.296
Orbital gap (eV): 8.9

Record 2
Density functional theory data (ωB97M-V with the def2-TZVPD basis set) for C6H14 as an isolated structure.

Structure (XYZ):
```
20
Properties=species:S:1:pos:R:3:mulliken_charge:R:1
C -2.07807 -1.94604 0.08084 -1.29
C -1.45168 -0.55755 -0.06372 -0.16
C -0.07641 -0.45117 0.60413 -0.68
C 0.48869 0.93200 0.73397 -0.29
C 1.94661 0.94541 1.09423 -1.18
C 0.81962 1.41056 -1.55419 -1.16
H -1.43071 -2.72048 -0.34990 0.32
H -3.04854 -2.00546 -0.42608 0.36
H -2.23790 -2.20016 1.13636 0.32
H -1.35095 -0.31361 -1.13091 0.23
H -2.11167 0.20641 0.36625 0.30
H 0.61694 -1.20154 0.17742 0.36
H -0.18231 -0.73500 1.66821 0.37
H 0.33481 1.60650 -0.48351 0.50
H 2.41845 1.92029 0.91961 0.37
H 1.95027 0.78943 2.18516 0.37
H 2.57333 0.14957 0.65488 0.32
H 1.60854 2.16072 -1.66156 0.35
H 1.22045 0.40514 -1.70961 0.28
H -0.00948 1.60495 -2.24155 0.33
```

Output
HOMO level (Eh): -0.2846
Electronic energy (eV): -6445.268
Net charge: 0
LUMO energy (eV): 0.895
Orbital gap (eV): 8.6

Record 3
Density functional theory data (ωB97M-V with the def2-TZVPD basis set) for C6H9N3O in the gas phase in a non-equilibrium geometry.

Structure (XYZ):
```
19
Properties=species:S:1:pos:R:3:mulliken_charge:R:1
N -0.05707 -0.82580 2.92499 -0.44
N -0.13128 0.19873 2.06921 -0.14
C 0.38615 0.13314 0.91212 0.26
C 0.98233 -0.97135 0.24063 -0.44
C 1.14955 -1.09520 -1.12055 -0.55
C 0.75703 -0.00255 -1.92467 -0.29
C 0.32150 1.12073 -1.31833 -0.85
C -0.03000 1.26854 0.03964 0.67
N -1.71501 1.32194 0.14146 -0.02
O -2.37380 0.22136 0.37325 -0.69
H -0.53339 -0.72570 3.74326 0.19
H 0.20887 -1.83242 2.66180 0.19
H 0.99559 -1.73109 0.99091 0.19
H 1.50476 -2.09919 -1.41462 0.33
H 0.69609 -0.03552 -2.98962 0.40
H -0.15226 1.85479 -1.92376 0.35
H 0.22172 2.33321 0.58826 0.23
H -2.11341 1.71967 -0.76653 0.28
H -1.83410 2.13521 0.80917 0.34
```

Output
SMILES: N/N=C1\C=CC=C[C@H]1[NH2+][O-]
HOMO level (alpha / beta) (Eh): -0.2800 / -0.2800
Electronic energy (eV): -12879.715
Net charge: 0
LUMO energy (alpha / beta) (eV): -0.414 / -0.415
Orbital gap (alpha / beta) (eV): 7.2 / 7.2

Record 4
Density functional theory data (ωB97M-V with the def2-TZVPD basis set) for C50H62CaCl5IN2O5P2SeSi as an isolated structure.

Structure (XYZ):
```
130
Properties=species:S:1:pos:R:3:mulliken_charge:R:1
Ca -2.08921 -0.53933 -0.50501 2.19
C 0.63147 -3.93116 -1.25606 -1.74
Si 0.62430 -1.99918 -1.11112 0.26
C 2.19147 -1.88141 0.06379 0.22
C 3.45470 -2.17896 -0.47187 0.08
C 4.61045 -2.20207 0.28574 -0.80
C 4.53814 -1.93125 1.64558 -1.20
C 3.30955 -1.63607 2.20394 -0.18
C 2.13330 -1.59761 1.44331 0.21
P 0.52008 -1.03064 2.15899 0.94
C 1.01716 0.20442 3.48265 1.42
C 1.82505 1.30887 2.78828 0.76
C 1.84703 2.59408 3.61668 -0.78
C 1.99002 2.30302 5.12132 -0.95
C 2.60746 0.92803 5.34897 -0.97
C 1.65093 -0.16062 4.85147 -0.90
C -0.33757 -2.44040 3.03764 1.05
C -0.48195 -3.64222 2.08892 0.02
C 0.72880 -4.57262 2.09638 0.19
C 1.07083 -5.03881 3.50703 -1.50
C 1.28701 -3.84322 4.42781 -0.10
C 0.05663 -2.94397 4.42896 -1.44
C 1.37427 -1.61432 -2.89203 0.57
C 2.05734 -2.62321 -3.58916 0.03
C 2.44993 -2.50198 -4.91180 -1.07
C 2.15242 -1.34236 -5.61060 -1.04
C 1.48295 -0.32379 -4.95674 -0.51
C 1.10106 -0.43594 -3.61713 0.20
P 0.22684 0.94870 -2.77798 -0.47
C 1.70271 1.94480 -2.22351 0.51
C 2.31741 1.18700 -1.03724 1.56
C 3.73199 1.67148 -0.68651 -0.80
C 3.89874 3.13913 -1.05914 -1.00
C 3.77697 3.30900 -2.58273 -1.01
C 2.83126 2.26583 -3.20321 -0.71
C -0.64824 1.85078 -4.18542 0.43
C 0.00196 2.91393 -5.08813 -1.84
C 0.15675 4.28375 -4.42642 0.05
C -1.17371 4.79158 -3.87959 -1.51
C -1.77932 3.76238 -2.93199 0.72
C -1.96238 2.42426 -3.63509 -0.48
H 1.63842 -4.36375 -1.26385 0.36
H 0.08872 -4.38734 -0.43015 0.10
H 0.11890 -4.23803 -2.17174 0.52
H 3.53382 -2.38693 -1.53231 0.21
H 5.56356 -2.42886 -0.18104 0.31
H 5.42808 -1.94398 2.26422 0.32
H 3.27402 -1.41419 3.25851 0.24
H 0.05314 0.66521 3.71229 -0.62
H 2.84405 0.95764 2.60696 -0.02
H 1.39056 1.51301 1.81095 -1.37
H 2.67262 3.22589 3.27487 0.52
H 0.92692 3.15533 3.43472 0.07
H 2.57472 3.08594 5.61179 0.49
H 1.00329 2.31599 5.59601 0.32
H 3.56483 0.86292 4.82168 0.23
H 2.82619 0.76920 6.40863 0.55
H 2.15834 -1.12398 4.84095 -0.18
H 0.85116 -0.26113 5.58935 0.45
H -1.33991 -2.00162 3.12973 -0.11
H -1.36160 -4.21302 2.41351 0.74
H -0.70775 -3.29661 1.07753 -0.64
H 0.52637 -5.43119 1.45148 0.66
H 1.59741 -4.06446 1.66633 -0.21
H 0.24465 -5.64341 3.90063 0.40
H 1.95630 -5.68126 3.49459 0.54
H 1.50477 -4.17849 5.44738 0.36
H 2.16234 -3.28269 4.08430 -0.04
H -0.79338 -3.53285 4.80076 0.50
H 0.17668 -2.12402 5.13017 0.30
H 2.27472 -3.55548 -3.08504 0.27
H 2.96930 -3.31989 -5.39950 0.37
H 2.43008 -1.23307 -6.65241 0.42
H 1.24129 0.57353 -5.50833 0.25
H 1.27310 2.88144 -1.85003 0.51
H 1.64883 1.28778 -0.18696 -0.78
H 2.35951 0.12179 -1.26720 -1.65
H 3.92844 1.49986 0.37472 0.38
H 4.47651 1.08093 -1.23097 0.47
H 3.11976 3.72067 -0.55542 0.22
H 4.85541 3.53579 -0.70768 0.57
H 3.41111 4.31488 -2.81300 0.32
H 4.76555 3.22666 -3.04516 0.42
H 2.47122 2.62227 -4.16554 0.13
H 3.37139 1.33784 -3.41183 0.54
H -0.93130 0.99806 -4.81329 1.18
H 0.95890 2.58862 -5.49464 0.37
H -0.66199 3.04126 -5.95415 0.57
H 0.87263 4.22189 -3.60568 -0.18
H 0.57364 4.99497 -5.14765 0.39
H -1.03790 5.75917 -3.38437 0.45
H -1.86729 4.95808 -4.71297 0.38
H -1.12464 3.62489 -2.06645 -0.73
H -2.74170 4.10564 -2.53978 0.70
H -2.39225 1.69117 -2.95981 -0.64
H -2.67738 2.54225 -4.45730 0.67
Cl -6.21120 -6.80990 1.88834 -0.25
C -5.27011 -5.39099 1.56761 0.20
C -4.53651 -5.27722 0.38673 0.31
Cl -4.55377 -6.57812 -0.75253 -0.24
C -3.79095 -4.14368 0.12220 0.83
Cl -2.84861 -3.99880 -1.30781 -0.14
C -3.74350 -3.04584 1.02753 -2.02
O -3.05616 -2.00618 0.79427 -0.72
C -4.48581 -3.20511 2.22674 0.31
Cl -4.40460 -1.90960 3.36097 -0.19
C -5.22979 -4.34394 2.48392 0.43
Cl -6.11845 -4.47248 3.96559 -0.24
C -1.20305 5.15588 0.91163 -1.62
C -0.71507 3.82178 0.60236 0.31
N -0.40288 2.73602 0.41610 0.37
H -1.80658 5.10599 1.81760 0.30
H -1.82196 5.51614 0.09059 0.37
H -0.36991 5.84017 1.06394 0.39
O -4.88762 0.23753 -1.01653 -0.35
Se -4.58819 -0.41475 -2.60392 1.16
O -5.11453 0.64622 -3.69367 -0.71
O -2.92958 -0.44847 -2.57977 -0.76
O -5.25032 -1.87187 -2.58098 -0.67
I -2.45634 1.52371 3.04685 0.07
C -3.75651 1.96449 1.42589 -0.23
C -4.88288 2.66946 1.76442 -1.00
C -5.73645 3.00888 0.67748 -0.36
C -5.46173 2.57508 -0.56777 -1.68
C -4.32137 1.67126 -0.80212 1.63
N -3.35507 1.55447 0.23945 0.78
H -5.08516 2.96224 2.78135 0.45
H -6.60571 3.63483 0.85524 0.37
H -6.08258 2.82451 -1.41703 0.50
H -3.84585 1.87402 -1.76146 -0.60
```

Output
HOMO level (Eh): -0.0673
Electronic energy (eV): -247031.379
Net charge: -2
LUMO energy (eV): 3.635
Orbital gap (eV): 5.5